Record 1
# C3H8NO2

The ion C3H8NO2 with charge +1 (ωB97M-V/def2-TZVPD, OMol25).

CARTESIAN COORDINATES (ANGSTROEM)
O  -0.940  0.533  -1.996
H  -2.127  1.327  0.538
H  2.151  -0.479  0.622
C  0.783  0.729  -0.316
O  1.579  1.198  -1.324
C  -0.718  0.545  -0.796
H  1.157  1.095  -2.281
H  1.432  -1.150  -0.803
N  1.328  -0.655  0.068
C  -1.558  0.373  0.411
H  0.717  -1.247  0.559
H  1.032  1.526  0.513
H  -1.064  0.115  1.384
H  -2.420  -0.200  0.278

HOMO-LUMO gap   11.02 eV
Net charge   +1
HOMO   -15.205 eV
Calculated total energy   -324.04401 Eh
Lowest unoccupied orbital energy   -0.15380 Eh
Structure (SMILES)   CC(=O)[C@@H]([NH3+])O
Relative energy (zero: lowest compared OMol25 entry of this formula, charge and spin)   2.2657 eV
F_max   0.056 Eh/bohr

From a Löwdin analysis of the wavefunction, the atomic charges in e read:
1 O 0.146
2 H 0.138
3 H 0.176
4 C -0.307
5 O -0.007
6 C -0.349
7 H 0.190
8 H 0.178
9 N 0.284
10 C 0.003
11 H 0.142
12 H 0.214
13 H 0.114
14 H 0.078


Record 2
# C3H8NO2

A cluster of 2 separate species, C3H8NO2 in total (ωB97M-V/def2-TZVPD, OMol25).

CARTESIAN COORDINATES (ANGSTROEM)
H  -0.441  0.220  -0.036
O  1.507  -0.352  1.463
H  0.919  1.896  -0.334
H  -2.049  0.533  -2.283
C  0.292  1.625  -1.177
O  -0.667  -0.735  1.315
H  -1.517  -1.027  -1.655
H  -0.552  -0.280  -2.955
N  -0.344  0.529  -1.047
C  -1.180  -0.093  -2.093
C  0.388  -1.013  1.818
H  2.272  -0.947  1.509
H  0.166  2.344  -1.977
H  0.495  -1.696  2.669

HOMO-LUMO gap   10.98 eV
Net charge   +1
HOMO   -15.710 eV
Calculated total energy   -324.07169 Eh
Lowest unoccupied orbital energy   -0.17390 Eh
Relative energy (zero: lowest compared OMol25 entry of this formula, charge and spin)   1.5124 eV
F_max   0.026 Eh/bohr

From a Löwdin analysis of the wavefunction, the atomic charges in e read:
1 H 0.103
2 O 0.088
3 H 0.116
4 H 0.110
5 C 0.168
6 O 0.076
7 H 0.100
8 H 0.106
9 N -0.004
10 C 0.015
11 C -0.304
12 H 0.135
13 H 0.129
14 H 0.162


Record 3
# C3H8NO2

The ion C3H8NO2 with charge +1 (ωB97M-V/def2-TZVPD, OMol25).

CARTESIAN COORDINATES (ANGSTROEM)
H  2.675  0.206  0.264
H  1.672  0.025  1.811
H  -0.142  0.138  -1.934
O  -1.642  0.948  0.390
C  -0.828  -0.082  0.333
H  1.455  0.625  -1.985
N  0.783  0.025  -1.514
H  0.574  1.490  -0.049
H  1.001  -0.969  -1.614
C  1.777  -0.157  0.741
H  -2.514  0.653  0.644
H  1.758  -1.229  0.765
O  -1.044  -1.251  0.444
C  0.603  0.403  -0.014

HOMO-LUMO gap   11.62 eV
Net charge   +1
HOMO   -15.466 eV
Calculated total energy   -324.09826 Eh
Lowest unoccupied orbital energy   -0.14153 Eh
Structure (SMILES)   C[C@@H]([NH3+])C(=O)O
Relative energy (zero: lowest compared OMol25 entry of this formula, charge and spin)   0.7896 eV
F_max   0.040 Eh/bohr

From a Löwdin analysis of the wavefunction, the atomic charges in e read:
1 H 0.098
2 H 0.115
3 H 0.173
4 O 0.182
5 C -0.514
6 H 0.176
7 N 0.247
8 H 0.155
9 H 0.179
10 C -0.012
11 H 0.148
12 H 0.092
13 O 0.173
14 C -0.212


Record 4
# C3H8NO2

A cluster of 2 separate species, C3H8NO2 in total (ωB97M-V/def2-TZVPD, OMol25).

CARTESIAN COORDINATES (ANGSTROEM)
C  1.231  0.720  1.078
H  1.095  -1.883  3.084
H  -0.548  1.203  -2.775
H  0.508  1.507  0.905
H  2.494  -1.426  2.056
O  -1.042  1.016  -0.794
H  1.176  -2.073  1.223
H  0.014  0.027  2.467
H  -1.912  -0.409  -3.227
C  -1.019  0.672  -1.939
C  1.405  -1.502  2.124
H  2.139  0.530  0.518
O  -1.582  -0.493  -2.320
N  0.847  -0.146  1.921

HOMO-LUMO gap   9.72 eV
Net charge   +1
HOMO   -14.642 eV
Calculated total energy   -324.06332 Eh
Lowest unoccupied orbital energy   -0.18097 Eh
Relative energy (zero: lowest compared OMol25 entry of this formula, charge and spin)   1.7403 eV
F_max   0.035 Eh/bohr

From a Löwdin analysis of the wavefunction, the atomic charges in e read:
1 C 0.172
2 H 0.105
3 H 0.147
4 H 0.111
5 H 0.107
6 O 0.054
7 H 0.113
8 H 0.175
9 H 0.122
10 C -0.360
11 C 0.018
12 H 0.137
13 O 0.086
14 N 0.012


Record 5
# C3H8NO2

The ion C3H8NO2 with charge +1 (ωB97M-V/def2-TZVPD, OMol25).

CARTESIAN COORDINATES (ANGSTROEM)
H  -1.669  0.472  2.448
C  0.420  -0.605  -0.762
H  -1.551  0.158  0.222
H  1.716  -1.856  -1.268
O  1.656  -0.904  -1.085
N  -0.937  0.928  0.521
H  0.229  1.534  -1.163
H  1.148  1.168  0.246
H  0.036  0.110  2.186
H  -0.475  1.829  2.366
O  -0.503  -1.369  -0.652
C  -0.746  0.844  2.015
H  -1.451  1.787  0.321
C  0.276  0.850  -0.320

HOMO-LUMO gap   12.35 eV
Net charge   +1
HOMO   -15.840 eV
Calculated total energy   -324.10723 Eh
Lowest unoccupied orbital energy   -0.12832 Eh
Structure (SMILES)   C[NH2+]CC(=O)O
Relative energy (zero: lowest compared OMol25 entry of this formula, charge and spin)   0.5454 eV
F_max   0.019 Eh/bohr

From a Löwdin analysis of the wavefunction, the atomic charges in e read:
1 H 0.113
2 C -0.506
3 H 0.164
4 H 0.162
5 O 0.180
6 N 0.007
7 H 0.154
8 H 0.149
9 H 0.112
10 H 0.110
11 O 0.141
12 C 0.046
13 H 0.186
14 C -0.018


Record 6
# C3H8NO2

A cluster of 2 separate species, C3H8NO2 in total (ωB97M-V/def2-TZVPD, OMol25).

CARTESIAN COORDINATES (ANGSTROEM)
H  1.288  0.479  3.361
H  -0.243  1.634  3.099
H  -1.885  -1.698  -2.392
C  0.375  0.782  2.828
H  -1.256  -0.174  -3.614
C  1.844  0.066  1.077
N  0.926  0.880  1.470
H  2.341  -0.472  1.885
O  -1.122  -0.757  -0.732
C  -1.239  -0.970  -1.897
O  -0.731  -0.083  -2.808
H  -0.347  -0.023  3.151
H  0.454  1.459  0.774
H  2.107  0.055  0.024

HOMO-LUMO gap   9.20 eV
Net charge   +1
HOMO   -14.472 eV
Calculated total energy   -324.04656 Eh
Lowest unoccupied orbital energy   -0.19379 Eh
Relative energy (zero: lowest compared OMol25 entry of this formula, charge and spin)   2.1965 eV
F_max   0.046 Eh/bohr

From a Löwdin analysis of the wavefunction, the atomic charges in e read:
1 H 0.102
2 H 0.105
3 H 0.145
4 C -0.010
5 H 0.109
6 C 0.196
7 N 0.016
8 H 0.131
9 O 0.061
10 C -0.358
11 O 0.062
12 H 0.132
13 H 0.176
14 H 0.132


Record 7
# C3H8NO2P

The molecule C3H8NO2P (ωB97M-V/def2-TZVPD, OMol25).

CARTESIAN COORDINATES (ANGSTROEM)
H  0.960  -2.432  -1.002
C  1.361  -1.499  -0.702
H  -3.891  0.711  1.024
C  -2.889  0.444  0.742
O  -1.621  -0.823  -0.703
H  -2.050  0.935  1.280
H  1.751  0.654  0.222
H  2.265  -1.683  -0.119
H  1.696  -1.087  -1.670
H  0.408  1.266  -0.965
H  0.382  1.754  0.894
N  -2.731  -0.351  -0.208
P  0.093  -0.586  0.363
O  -0.032  -1.288  1.682
C  0.723  1.097  0.128

HOMO-LUMO gap   9.64 eV
Net charge   0
HOMO   -9.078 eV
Calculated total energy   -665.61085 Eh
Lowest unoccupied orbital energy   0.02078 Eh
Structure (SMILES)   C=NOP(C)(C)=O
Relative energy (zero: lowest compared OMol25 entry of this formula, charge and spin)   2.8877 eV
F_max   0.086 Eh/bohr

From a Löwdin analysis of the wavefunction, the atomic charges in e read:
1 H 0.026
2 C -0.174
3 H 0.061
4 C -0.065
5 O -0.239
6 H 0.064
7 H 0.052
8 H 0.054
9 H 0.059
10 H 0.097
11 H 0.034
12 N -0.163
13 P 0.718
14 O -0.349
15 C -0.175


Record 8
# C3H8NO2S

A cluster of 2 separate species, C3H8NO2S in total (ωB97M-V/def2-TZVPD, OMol25).

CARTESIAN COORDINATES (ANGSTROEM)
C  0.714  0.057  1.538
H  0.165  -0.738  -0.890
H  1.048  0.065  2.675
S  -0.577  1.563  -0.407
C  -0.568  0.756  1.316
H  -1.474  0.279  1.455
H  -0.558  1.724  2.044
O  -1.357  0.692  -3.347
H  -2.017  1.057  -2.852
C  0.824  -1.375  0.969
H  1.732  0.579  1.301
H  -0.586  0.841  -2.969
N  0.568  -1.504  -0.359
O  1.421  -2.247  1.624
H  0.607  -2.478  -0.892

HOMO-LUMO gap   7.07 eV
Net charge   -1
HOMO   -3.121 eV
Calculated total energy   -722.55077 Eh
Lowest unoccupied orbital energy   0.14498 Eh
Relative energy (zero: lowest compared OMol25 entry of this formula, charge and spin)   2.2122 eV
F_max   0.141 Eh/bohr

From a Löwdin analysis of the wavefunction, the atomic charges in e read:
1 C -0.295
2 H -0.005
3 H 0.124
4 S 0.194
5 C -0.676
6 H 0.004
7 H 0.076
8 O -0.040
9 H -0.056
10 C -0.566
11 H 0.133
12 H -0.124
13 N 0.117
14 O -0.046
15 H 0.159


Record 9
# C3H8NO3

A cluster of 2 separate species, C3H8NO3 in total (ωB97M-V/def2-TZVPD, OMol25).

CARTESIAN COORDINATES (ANGSTROEM)
O  0.098  1.990  -0.771
H  1.579  0.050  1.218
N  0.871  -2.094  -0.131
O  -1.994  1.222  -1.240
H  -1.019  -1.355  0.614
H  -0.394  1.570  0.875
C  0.485  -0.167  1.385
H  1.672  -1.641  -0.567
H  -0.849  2.306  -2.549
C  -0.063  -0.942  0.245
H  0.507  -0.777  2.230
C  -0.941  1.824  -1.542
H  -0.160  -0.283  -0.602
O  -0.252  1.000  1.684
H  0.461  -2.702  -0.850

HOMO-LUMO gap   8.93 eV
Net charge   -1
HOMO   -4.725 eV
Calculated total energy   -399.63025 Eh
Lowest unoccupied orbital energy   0.15453 Eh
Relative energy (zero: lowest compared OMol25 entry of this formula, charge and spin)   1.2947 eV
F_max   0.049 Eh/bohr

From a Löwdin analysis of the wavefunction, the atomic charges in e read:
1 O -0.184
2 H 0.119
3 N -0.029
4 O -0.112
5 H 0.120
6 H 0.050
7 C -0.331
8 H 0.043
9 H 0.089
10 C -0.256
11 H 0.079
12 C -0.586
13 H 0.066
14 O -0.111
15 H 0.043


Record 10
# C3H8NO3

A cluster of 2 separate species, C3H8NO3 in total (ωB97M-V/def2-TZVPD, OMol25).

CARTESIAN COORDINATES (ANGSTROEM)
C  0.579  0.540  -0.615
C  0.205  1.108  0.780
H  0.646  -1.895  -2.215
H  1.642  0.286  -0.633
H  0.463  1.313  -1.385
N  -0.043  -1.169  -2.334
H  -1.361  -0.080  -1.238
H  -0.424  -1.356  -0.316
O  -0.997  0.966  1.129
H  -0.078  0.407  3.442
H  -1.085  -0.241  2.611
H  0.258  -0.500  -3.021
C  -0.415  -0.544  -1.033
O  1.119  1.624  1.451
O  -0.510  -0.456  3.377

HOMO-LUMO gap   8.44 eV
Net charge   -1
HOMO   -4.404 eV
Calculated total energy   -399.65554 Eh
Lowest unoccupied orbital energy   0.14846 Eh
Relative energy (zero: lowest compared OMol25 entry of this formula, charge and spin)   0.6066 eV
F_max   0.045 Eh/bohr

From a Löwdin analysis of the wavefunction, the atomic charges in e read:
1 C -0.140
2 C -0.733
3 H 0.038
4 H 0.099
5 H 0.099
6 N -0.043
7 H 0.093
8 H 0.110
9 O -0.103
10 H 0.012
11 H 0.004
12 H 0.035
13 C -0.277
14 O -0.071
15 O -0.122


Record 11
# C3H8NO3

A cluster of 2 separate species, C3H8NO3 in total (ωB97M-V/def2-TZVPD, OMol25).

CARTESIAN COORDINATES (ANGSTROEM)
C  1.044  -0.578  -1.559
H  -1.306  -1.514  -1.274
H  0.902  -1.142  1.398
O  0.817  -1.348  -2.427
O  -0.608  0.115  1.704
O  -0.241  1.532  -0.799
H  1.429  0.590  1.020
N  -1.290  -0.704  -0.646
H  -0.051  1.494  -1.729
H  -1.618  0.158  -0.993
C  0.526  -0.118  0.981
C  0.153  -0.404  -0.397
H  -1.635  -0.693  0.310
H  1.864  0.044  -1.488
H  -0.834  1.005  1.450

HOMO-LUMO gap   9.64 eV
Net charge   +1
HOMO   -15.863 eV
Calculated total energy   -399.18758 Eh
Lowest unoccupied orbital energy   -0.22877 Eh
Relative energy (zero: lowest compared OMol25 entry of this formula, charge and spin)   4.4538 eV
F_max   0.118 Eh/bohr

From a Löwdin analysis of the wavefunction, the atomic charges in e read:
1 C -0.198
2 H 0.194
3 H 0.198
4 O 0.174
5 O 0.012
6 O -0.089
7 H 0.193
8 N 0.290
9 H 0.029
10 H 0.137
11 C -0.230
12 C -0.113
13 H 0.159
14 H 0.132
15 H 0.112


Record 12
# C3H8NO3S

A cluster of 2 separate species, C3H8NO3S in total (ωB97M-V/def2-TZVPD, OMol25).

CARTESIAN COORDINATES (ANGSTROEM)
H  0.891  1.767  -2.847
C  -0.500  -0.568  1.412
H  -0.056  -0.241  -1.564
H  2.448  0.196  0.112
C  1.023  -0.209  -1.436
O  -0.892  -1.474  2.175
H  -2.780  0.248  1.318
S  1.773  0.772  -2.754
H  1.350  -1.500  1.134
N  0.840  -0.650  0.983
H  0.890  1.220  0.127
C  1.363  0.250  -0.012
O  -3.748  0.276  1.546
H  -3.603  0.642  2.408
O  -1.121  0.479  1.072
H  1.334  -1.248  -1.574

HOMO-LUMO gap   7.64 eV
Net charge   -1
HOMO   -4.705 eV
Calculated total energy   -797.86528 Eh
Lowest unoccupied orbital energy   0.10796 Eh
Relative energy (zero: lowest compared OMol25 entry of this formula, charge and spin)   0.1872 eV
F_max   0.025 Eh/bohr

From a Löwdin analysis of the wavefunction, the atomic charges in e read:
1 H -0.167
2 C -0.772
3 H 0.071
4 H 0.101
5 C -0.583
6 O -0.061
7 H -0.023
8 S 0.651
9 H 0.111
10 N 0.013
11 H 0.105
12 C -0.302
13 O -0.124
14 H -0.006
15 O -0.078
16 H 0.063